Below is a cluster of 2 separate species, H4O2 in total, with properties calculated with ωB97M-V/def2-TZVPD.

The gap between HOMO and LUMO is 0.4323 hartree. As for the total energy: -152.8603 hartree. The value obtained for the HOMO energy is -10.94 eV. For the LUMO energy, the calculation gives 0.82 eV. As for the SMILES: O.O. Its maximum force is 3.348 eV Å⁻¹. As for the charge: 0.

Element x y z (Å)
O  1.34314  -0.03292  0.04885
H  1.49193  0.83079  -0.31788
H  2.20248  -0.36595  -0.07880
O  -1.49715  0.00010  -0.12033
H  -1.47516  0.57012  0.74213
H  -0.98714  -0.77239  0.22642

Atomic partial charges in e from the Löwdin method, atoms 1 to 2: atom 1 (O): -0.03, atom 2 (H): 0.04

---

Below is a cluster of 2 separate species, H4O2 in total, with properties calculated with ωB97M-V/def2-TZVPD.

The gap between HOMO and LUMO is 0.4339 hartree. As for the total energy: -152.8724 hartree. The value obtained for the HOMO energy is -11.06 eV. For the LUMO energy, the calculation gives 0.74 eV. As for the SMILES: O.O. Its maximum force is 0.506 eV Å⁻¹. As for the charge: 0.

Element x y z (Å)
O  1.68473  -0.68154  0.57876
H  0.96020  -0.18113  0.15963
H  2.17700  -1.10041  -0.13330
O  -1.28723  0.46084  -0.24024
H  -1.77386  0.58590  0.58150
H  -1.76084  0.91634  -0.94636

Atomic partial charges in e from the Löwdin method, atoms 1 to 2: atom 1 (O): -0.07, atom 2 (H): 0.01

---

Below is a cluster of 2 separate species, H4O2 in total, with properties calculated with ωB97M-V/def2-TZVPD.

The gap between HOMO and LUMO is 0.4346 hartree. As for the total energy: -152.8614 hartree. The value obtained for the HOMO energy is -11.29 eV. For the LUMO energy, the calculation gives 0.54 eV. As for the SMILES: O.O. Its maximum force is 3.099 eV Å⁻¹. As for the charge: 0.

Element x y z (Å)
O  -1.57460  0.17857  -0.14612
H  -1.42533  -0.76105  -0.42887
H  -1.93205  -0.01990  0.76253
O  2.01725  -0.00786  -0.05660
H  1.04317  -0.35739  0.04838
H  1.87156  0.96763  -0.17933

Atomic partial charges in e from the Löwdin method, atoms 1 to 2: atom 1 (O): -0.10, atom 2 (H): 0.05